A structure of composition C33H24F9N3O4PScSe, computed with wB97M-V/def2-TZVPD.

## Properties
Calculated total energy: -6139.14129 a.u.
Relative energy (zero: lowest compared OMol25 entry of this formula, charge and spin): 173.6 kJ/mol
Multiplicity: 1
Net charge: +2
Largest force on an atom: 3.71 eV/A
HOMO level: -14.05 eV
LUMO energy: -6.962 eV

Last column: Löwdin charge in e.
Atoms and positions in Å:
C (-1.566, -0.558, 6.469)  -0.591
C (3.380, -2.392, -1.450)  0.023
H (5.284, 2.490, -1.875)  0.133
H (-0.743, -3.056, 1.655)  0.137
C (-0.603, -1.994, -1.580)  -0.124
F (-6.903, 0.528, -2.857)  0.198
H (-5.105, -0.909, -2.299)  0.116
C (-0.114, -4.171, -0.027)  0.047
C (-0.817, -1.896, -0.202)  -0.386
O (-1.377, 3.794, -2.390)  0.216
H (3.152, -2.773, -2.467)  0.122
F (-0.469, -0.738, 7.196)  0.174
C (-1.481, -0.756, 4.980)  -0.062
C (-5.179, 0.929, -1.249)  -0.094
C (6.177, -0.130, -1.662)  -0.014
N (5.286, 0.547, -2.485)  -0.092
H (2.193, 4.362, 2.581)  0.137
C (-0.223, -0.793, 4.302)  0.013
H (0.633, -0.935, 4.931)  0.124
C (2.815, 1.851, 1.136)  -0.501
C (1.610, 4.146, 1.708)  0.080
H (3.986, -3.098, -0.912)  0.096
C (0.193, 3.665, -0.634)  -0.141
F (1.822, -5.514, -2.274)  0.118
H (0.049, -5.143, 0.489)  0.146
H (4.646, 2.164, -3.655)  0.075
C (-0.095, -0.584, 2.967)  -0.063
C (-3.440, -0.631, -1.025)  -0.051
C (1.825, 3.001, 0.881)  -0.102
H (0.845, -0.663, 2.484)  0.091
H (-0.827, 5.541, -0.166)  0.140
C (-2.541, -0.452, 2.868)  -0.063
Sc (1.041, 0.719, -0.843)  0.733
C (-2.780, 0.234, -0.213)  -0.393
H (2.536, -2.188, -0.838)  0.064
H (-3.445, -0.289, 2.283)  0.120
C (-0.607, -2.994, 0.554)  -0.045
C (-4.618, 1.759, -0.282)  0.030
O (-0.281, 1.833, -2.018)  -0.063
C (-4.654, -0.317, -1.577)  0.055
F (-0.148, -5.949, -3.053)  0.191
N (4.309, -1.245, -1.625)  -0.112
H (-0.776, -1.112, -2.170)  0.097
C (-0.525, 3.029, -1.781)  -0.398
C (-1.318, -0.433, 2.204)  -0.330
H (-5.016, 2.770, -0.038)  0.154
H (5.979, -2.221, -0.875)  0.146
F (-7.257, 1.927, -1.240)  0.164
H (-1.884, 3.297, -3.134)  0.224
F (-2.417, -1.466, 6.957)  0.162
P (-1.168, -0.220, 0.424)  1.085
H (-2.944, -1.538, -1.159)  0.084
Se (2.488, 0.456, -3.030)  0.780
H (0.329, 5.891, 1.911)  0.143
H (0.024, -3.210, -3.253)  0.147
C (4.141, -0.188, -2.427)  -0.638
H (6.383, 2.152, -3.085)  0.074
C (0.490, -5.604, -1.956)  -0.537
C (-0.020, -4.259, -1.429)  -0.106
C (5.605, -1.260, -1.199)  -0.015
F (-2.017, 0.701, 6.665)  0.156
F (0.435, -6.608, -1.020)  0.122
C (-2.591, -0.594, 4.201)  -0.017
N (1.084, 2.782, -0.179)  0.060
C (-0.191, -3.167, -2.193)  -0.003
C (0.666, 5.050, 1.286)  0.022
H (-2.886, 2.037, 0.945)  0.130
F (-5.908, 2.455, -2.761)  0.142
H (-3.603, -0.520, 4.576)  0.145
O (2.375, 0.751, 0.538)  -0.156
H (7.251, 0.079, -1.588)  0.151
C (5.386, 1.963, -2.877)  0.014
C (-6.340, 1.396, -2.048)  -0.625
O (3.879, 2.053, 1.652)  0.168
C (-0.063, 4.812, 0.085)  0.074
C (-3.355, 1.404, 0.173)  -0.101

Atomic forces in eV per Å
-0.526 -0.744 0.155
1.597 0.207 -1.416
-0.686 -0.020 -1.481
-0.015 0.540 -0.840
0.443 0.299 -0.092
0.030 -0.400 -0.135
-0.888 -1.127 -1.054
-1.019 -0.773 -0.818
-0.195 1.251 -1.187
-0.921 -1.515 -1.630
-0.246 0.111 0.865
0.682 0.491 -0.628
2.321 0.658 -1.307
-0.223 -1.101 -0.172
1.895 -0.171 -0.412
-0.679 -1.812 1.277
0.264 -0.354 0.357
-0.833 0.056 2.123
0.501 -0.017 0.082
0.445 0.942 -0.316
0.473 -0.440 -1.272
0.015 -0.642 0.092
-0.308 -0.041 0.446
-0.645 0.225 0.101
-0.145 1.274 0.165
0.415 0.322 0.341
-2.759 -0.337 -1.218
-0.317 -0.274 -0.130
-0.045 0.649 1.505
0.836 0.184 -0.373
0.036 -0.249 -0.361
0.858 0.297 -3.058
0.377 -0.654 -0.360
0.762 -0.358 0.580
-0.851 0.509 0.241
0.059 -0.157 0.277
0.978 -2.650 2.403
0.502 0.889 -0.653
-0.947 0.994 -0.759
0.813 1.856 1.051
-0.282 -0.407 -0.138
-0.736 -0.146 -0.922
-0.053 0.287 -0.524
-0.104 0.465 0.379
1.493 0.133 0.879
0.020 -1.149 -0.164
0.429 0.565 0.593
-0.876 -0.316 0.416
1.089 0.996 1.530
-0.918 0.306 0.197
0.285 -0.436 0.559
0.121 -1.542 -0.776
-0.421 -0.158 -0.425
0.585 -0.343 -0.384
-0.244 0.125 -0.119
-0.571 1.389 0.527
1.794 0.289 -1.272
1.104 -0.081 0.535
1.215 -2.171 2.620
-0.043 -0.412 -0.341
0.010 -0.500 0.385
-0.415 1.068 -1.142
-1.770 -0.075 1.846
0.537 -0.096 0.148
-0.255 1.268 -1.260
-1.274 -0.162 -0.438
-0.064 -0.191 -0.513
0.293 0.149 -1.004
0.144 -0.095 0.755
0.420 -0.194 0.569
-0.693 0.352 -0.141
-1.356 -0.506 2.575
-0.252 1.807 0.781
-0.682 -0.463 0.004
0.075 0.517 0.446
-0.659 1.809 1.428